Here is the molecule C3H10N2O3 from OMol25. Energies are from wB97M-V/def2-TZVPD.

Summary:
2S+1 ... 1
Energy relative to the best compared isomer or geometry (same formula, charge and spin) ... 152.5 kJ/mol
E_tot ... -12395.1550 eV
Orbital gap ... 10.53 eV

Geometry as XYZ:
```
18
Properties=species:S:1:pos:R:3:forces:R:3:nbo_charge:R:1
H -0.1224 1.5892 1.5018 -0.034 0.098 0.034 0.48
H 2.0707 0.1961 -1.4981 0.090 -0.124 0.170 0.34
C -0.5823 0.6569 -0.7938 0.860 0.168 0.002 0.35
C -0.9251 -0.9079 1.1601 0.303 0.214 -0.146 -0.65
O -1.7495 1.2972 -0.3763 -0.246 0.018 0.059 -0.73
H -2.3446 1.3207 -1.1341 0.000 0.074 0.032 0.49
H -1.7960 -0.3182 1.4335 -0.031 -0.042 0.036 0.23
O 0.5977 0.9854 1.2923 0.100 0.007 0.033 -0.74
H 0.1151 1.4217 -1.2001 -0.204 -0.260 0.153 0.12
H -1.2342 -1.7226 0.5120 -0.109 -0.075 -0.018 0.22
N 2.3004 -0.1760 -0.5806 0.102 0.270 -0.061 -0.66
H 1.4975 -1.4524 0.6832 -0.153 0.007 -0.218 0.37
O -0.8800 -0.2784 -1.7826 -0.261 -0.079 -0.226 -0.74
H -0.4673 -1.3123 2.0592 0.063 -0.052 0.086 0.22
C 0.0830 -0.0173 0.4341 -0.397 -0.209 -0.276 0.33
N 1.1607 -0.8544 -0.0676 0.027 0.075 0.375 -0.50
H 2.5587 0.6042 0.0260 -0.181 -0.092 -0.151 0.35
H -0.2825 -1.0319 -1.6692 0.071 0.002 0.116 0.50
```
Forces are in eV/Å.

---

Here is the molecule C11H13NS in a non-equilibrium geometry from OMol25. Energies are from wB97M-V/def2-TZVPD.

Summary:
2S+1 ... 1
Energy relative to the best compared isomer or geometry (same formula, charge and spin) ... 346.6 kJ/mol
E_tot ... -23938.8566 eV
Orbital gap (spin up / spin down) ... 5.88 / 5.90 eV

Geometry as XYZ:
```
26
Properties=species:S:1:pos:R:3:forces:R:3:nbo_charge:R:1
C 3.1726 0.6238 0.9403 2.396 0.377 2.163 -0.30
C -4.8688 -0.6497 -1.8456 -0.376 -0.129 -0.273 -0.67
H -2.8110 -1.9631 -0.3266 -0.297 0.798 -0.157 0.21
C 3.5338 1.2917 -0.1898 1.430 0.500 0.585 -0.17
C 1.8462 -0.5430 3.3498 -0.131 1.807 -2.356 -0.44
C -1.4078 -0.3287 -0.2916 0.791 -0.034 -0.324 -0.41
S -0.1102 -1.2398 0.1185 0.273 1.483 -0.306 0.80
H 4.5232 1.7522 -0.2532 -0.331 -0.060 0.075 0.21
C -2.6932 -0.8865 -0.5758 0.380 -1.808 0.656 -0.27
H -4.9938 -1.7747 -1.9687 0.324 1.316 1.092 0.23
H 1.0013 0.4487 -2.2558 0.130 0.315 -0.096 0.22
H -5.6503 -0.1551 -1.2299 0.010 -0.779 -0.414 0.23
C 1.5624 0.5999 -1.3395 -1.156 -0.823 -0.307 -0.19
H 2.6033 -1.3147 3.4772 -0.132 -0.105 0.121 0.19
H 3.0128 1.7165 -2.2659 0.147 0.300 1.074 0.21
C 1.2101 -0.1106 -0.2305 -0.115 -0.453 1.248 -0.28
H -3.0405 0.8268 -1.5041 -1.803 -0.881 -0.026 0.20
C 1.9164 0.0479 0.9992 -2.083 -1.778 0.702 0.15
H 1.0306 -0.5291 4.0035 -0.927 -0.883 1.505 0.20
C 2.7011 1.3563 -1.2621 -0.076 0.354 -3.657 -0.31
H 2.2599 0.4744 3.5055 0.473 -0.541 0.096 0.18
H 3.9133 0.5996 1.8135 -1.393 -0.034 -1.257 0.22
H -5.0743 -0.3559 -2.8871 0.460 0.569 0.360 0.23
H -1.2633 0.7360 -0.5232 0.138 -0.460 0.381 0.23
C -3.5562 -0.1638 -1.2660 0.525 0.740 -1.433 -0.12
N 1.1826 -0.4592 2.0079 1.343 0.207 0.547 -0.58
```
Forces are in eV/Å.

---

Here is a cluster of 2 separate species, C9H14 in total in a non-equilibrium geometry from OMol25. Energies are from wB97M-V/def2-TZVPD.

Summary:
2S+1 ... 1
Energy relative to the best compared isomer or geometry (same formula, charge and spin) ... 62.8 kJ/mol
E_tot ... -9559.5307 eV
Orbital gap ... 10.07 eV

Geometry as XYZ:
```
23
Properties=species:S:1:pos:R:3:forces:R:3:nbo_charge:R:1
C -0.4582 -0.9540 -1.0946 -0.225 -0.497 0.851 0.00
H 0.8506 -2.5911 -1.0545 0.527 -0.263 -0.247 0.22
H 1.9749 1.4380 -0.1580 -0.532 -0.695 -0.081 0.20
C -2.2429 -0.8010 0.5534 -0.724 0.211 -1.183 -0.21
H -0.7892 -2.3724 0.5059 -0.032 -0.158 -0.150 0.21
H -0.2515 0.6413 -2.4085 -0.503 0.313 -0.257 0.21
C 1.3102 1.1311 1.9336 1.368 -0.717 0.558 -0.61
H 3.1647 1.6679 0.9610 0.387 -0.678 0.385 0.20
H -2.9408 -1.2459 1.2517 0.558 -0.173 0.487 0.21
H 1.6033 -0.9470 -1.0913 0.391 -0.437 0.052 0.23
H 0.4287 0.5375 1.7083 -0.549 0.690 0.103 0.22
H 0.9956 -1.6024 -2.5886 -0.090 -0.352 -0.053 0.22
C 0.8468 -1.6106 -1.5115 -0.895 1.108 0.238 -0.63
H 1.2439 2.1458 2.3002 -0.995 0.385 -0.449 0.21
H -3.4606 0.9420 0.5024 -0.207 0.133 -0.385 0.21
C -0.9084 0.2397 -1.6430 1.265 -0.178 0.316 -0.23
H -2.2599 1.8924 -1.4778 0.253 0.065 0.055 0.21
C -1.9252 0.9542 -1.0464 -1.170 0.362 -0.589 -0.20
C -1.1438 -1.4747 0.0153 -0.265 0.462 0.051 -0.23
C -2.6713 0.4119 -0.0110 1.141 -0.616 0.808 -0.23
C 2.3157 0.9986 0.7847 -0.183 1.198 0.401 -0.61
H 1.7569 0.6543 2.8231 -0.047 -0.210 -0.291 0.20
H 2.5606 -0.0558 0.7457 0.527 0.047 -0.618 0.20
```
Forces are in eV/Å.

---

Here is a structure of composition C3H5ClFN3 in a non-equilibrium geometry from OMol25. Energies are from wB97M-V/def2-TZVPD.

Summary:
2S+1 ... 1
Energy relative to the best compared isomer or geometry (same formula, charge and spin) ... 349.8 kJ/mol
E_tot ... -22896.5714 eV
Orbital gap ... 9.25 eV

Geometry as XYZ:
```
13
Properties=species:S:1:pos:R:3:forces:R:3:nbo_charge:R:1
H -0.5925 -2.5225 -0.6697 3.565 1.131 -3.376 0.43
N 0.1863 -2.0572 -1.6218 1.070 -1.700 2.769 -0.68
C -0.2737 -0.2487 -0.0096 -0.801 -3.454 3.284 0.34
F -0.3014 1.9209 -0.8439 -0.006 -0.020 -0.995 -0.31
H 0.4479 1.4403 2.4093 -0.353 0.336 -2.531 0.25
Cl 0.0245 3.5757 1.3478 0.364 -0.704 -0.018 0.01
H 0.8050 -0.1568 -1.5921 0.898 1.840 -2.177 0.37
N -1.0833 -0.9638 0.7913 2.714 0.740 -3.531 -0.69
C -0.0249 1.1569 0.2210 -0.413 1.859 0.707 0.28
H -1.5082 -0.4021 1.4959 -0.348 0.699 0.324 0.36
H 1.4557 -2.7660 -1.9503 -4.538 2.090 1.969 0.34
N 0.6264 -0.8075 -0.9112 -2.141 -2.797 0.927 -0.44
C 0.2382 1.8306 1.3333 -0.008 -0.020 2.648 -0.26
```
Forces are in eV/Å.

---

Here is the molecule C18H21N5O4S2 in a non-equilibrium geometry from OMol25. Energies are from wB97M-V/def2-TZVPD.

Summary:
2S+1 ... 1
Energy relative to the best compared isomer or geometry (same formula, charge and spin) ... 155.0 kJ/mol
E_tot ... -56317.0785 eV
Orbital gap ... 8.50 eV

Geometry as XYZ:
```
50
Properties=species:S:1:pos:R:3:forces:R:3:nbo_charge:R:1
S 1.3376 0.9559 0.5887 -0.856 0.293 0.018 2.37
H 0.1482 -0.0367 -1.7130 0.032 -0.311 0.044 0.26
N 2.3616 0.2523 -3.0055 0.763 -0.126 -0.196 -0.63
H -2.5182 4.9529 -0.2046 -0.039 -0.019 -0.005 0.21
H 2.5126 -1.2006 2.1990 0.113 -0.032 0.027 0.25
H -0.6446 3.3351 -2.2507 0.035 0.034 -0.058 0.23
C -0.0986 3.4837 -1.3187 -0.008 0.062 -0.078 -0.67
H 3.3286 0.4419 -3.2471 -0.165 -0.180 0.118 0.42
C -2.9162 3.9416 -0.3074 -0.224 0.291 -0.168 -0.41
C -0.6880 -5.7607 3.5726 -0.160 -0.137 -0.020 -0.25
C -0.2604 -2.5646 0.8531 0.251 0.285 -0.060 -0.24
N -2.3333 2.2046 1.2474 -0.393 -0.414 0.722 -0.27
C 0.8025 -1.6823 1.0128 -0.145 -0.509 0.623 0.20
H 0.9224 3.1322 -1.4368 -0.044 0.106 -0.120 0.27
C -1.2931 1.4382 1.5120 -0.022 0.164 -0.144 0.18
H -1.2722 -4.2963 1.5571 -0.052 -0.071 0.014 0.22
H 0.5321 -1.7704 -1.5361 -0.003 0.131 0.031 0.25
H -3.1233 3.7476 -1.3614 -0.021 0.019 0.034 0.20
C 0.8572 -0.7562 -1.2969 0.012 0.283 -0.141 -0.34
N 0.9662 -0.6040 0.1336 0.558 0.964 0.030 -0.71
O 1.8753 0.9843 1.9123 -0.152 -0.277 0.005 -0.92
N -1.9916 2.9779 0.2124 0.872 -0.305 -0.203 -0.16
H -0.2779 0.4119 3.0510 -0.020 -0.065 0.137 0.24
O 0.3538 -4.8247 3.6968 0.233 0.266 -0.039 -0.49
H -0.5518 -6.4638 4.3928 -0.056 0.024 -0.076 0.20
C 1.4340 1.0026 -3.6592 -0.030 0.819 -0.754 0.28
C -0.7338 2.7335 -0.2113 0.105 -0.026 -0.052 0.23
C -0.4397 -3.6298 1.7199 -0.036 -0.294 0.170 -0.30
H 2.1771 -3.0869 3.7680 0.100 -0.009 0.100 0.23
H -0.0864 4.5509 -1.0978 0.027 0.083 -0.018 0.22
N 0.1525 0.8785 -3.6150 0.049 -0.659 0.464 -0.51
C -1.2744 0.4500 2.6177 -0.189 -0.027 0.052 -0.66
H -0.6331 -6.3011 2.6217 -0.011 0.031 0.027 0.18
H -0.9633 -2.4236 0.0446 -0.080 0.048 -0.059 0.21
S 1.9964 2.2731 -4.7476 -0.412 -0.359 0.389 0.36
H -1.6704 -5.2857 3.6645 0.036 -0.015 -0.019 0.17
C -0.4687 1.7719 -4.4254 0.140 0.540 -0.495 -0.04
C 2.2445 -0.5522 -1.8865 0.011 -0.363 -0.342 0.71
C 0.4379 -3.8186 2.7806 0.066 0.136 -0.016 0.29
H -2.0043 0.7328 3.3712 -0.012 -0.017 0.083 0.23
H -1.5424 1.7551 -4.4752 -0.184 0.085 -0.081 0.21
C -0.2471 1.7271 0.6077 0.408 0.074 -0.144 -0.50
H 0.0845 3.3692 -5.8210 -0.106 0.154 -0.164 0.24
C 1.6882 -1.8802 2.0698 -0.053 -0.150 -0.028 -0.22
O 2.1044 1.5315 -0.4858 -0.258 -0.115 0.147 -0.96
H -3.8352 3.8539 0.2673 0.067 0.002 -0.044 0.24
H -1.5226 -0.5441 2.2476 0.005 -0.068 0.053 0.23
O 3.2302 -1.0835 -1.4438 0.015 -0.074 0.109 -0.57
C 0.3438 2.6024 -5.1209 0.003 -0.085 0.076 -0.46
C 1.4989 -2.9265 2.9453 -0.168 -0.187 0.050 -0.23
```
Forces are in eV/Å.

---

Here is a structure of composition C17H29BF4NO2P2Yb in a non-equilibrium geometry from OMol25. Energies are from wB97M-V/def2-TZVPD.

Summary:
2S+1 ... 2
Energy relative to the best compared isomer or geometry (same formula, charge and spin) ... 180.0 kJ/mol
E_tot ... -85342.5621 eV
Orbital gap (spin up / spin down) ... 6.13 / 6.21 eV

Geometry as XYZ:
```
57
Properties=species:S:1:pos:R:3:forces:R:3:nbo_charge:R:1
H 3.3303 -0.9317 2.7683 -0.236 0.841 0.190 0.23
C 0.0099 -5.3776 0.8278 0.018 0.472 -0.198 -0.25
H 0.3254 -2.2563 -2.4869 0.119 1.189 -0.067 0.50
H 1.3501 2.1138 2.3806 -0.009 -0.207 -0.495 0.29
H 2.2763 0.4108 3.4122 0.440 -0.451 -0.533 0.25
H -2.6783 2.0432 -2.1406 0.019 -0.042 -0.045 0.23
H 4.5405 1.3794 0.8661 -0.473 -0.343 -0.576 0.24
C -0.1474 -2.6095 0.1929 -0.498 3.078 1.139 -0.39
P 2.3566 0.3569 0.9269 0.276 1.375 4.015 0.91
H -1.9759 -2.6483 1.3942 0.016 -0.030 -0.175 0.18
C 0.9548 -3.3453 -0.1567 0.688 -2.257 -0.082 -0.30
C -1.0547 -4.5921 1.2666 -0.339 0.700 0.197 -0.21
H 1.8975 -5.2958 -0.2093 -0.105 0.007 0.039 0.20
F 0.1096 1.3769 3.8530 -0.936 -0.423 -0.160 -0.54
C 1.0201 4.1454 -0.0367 -0.274 -0.508 0.325 -0.26
H -2.3459 -1.4388 -2.9748 -0.020 0.427 0.360 0.28
H 1.7042 4.7753 0.5377 -0.096 -0.147 -0.497 0.23
H -1.4542 4.0747 -2.3961 0.516 0.052 0.452 0.23
C -1.1340 -3.2030 0.9596 0.186 -2.344 0.197 -0.29
H 0.0892 -6.4436 1.0691 -0.155 0.470 -0.076 0.21
C -1.7637 1.4874 -1.8971 -0.365 0.550 0.560 -0.79
H 3.7792 1.4477 -0.7887 0.078 -0.365 0.380 0.24
F 0.0654 -0.7224 2.9633 -1.036 0.320 0.366 -0.52
Yb -0.4024 -0.1573 0.8771 3.150 -2.287 -1.296 1.39
H 4.4866 -0.0984 -0.1747 -0.233 0.596 0.053 0.24
B -0.7736 0.3097 3.6115 1.007 0.351 1.522 1.37
P -2.2794 -0.0380 -0.9730 0.262 1.270 -0.830 0.84
H -1.3072 1.2084 -2.8733 -0.248 -0.040 0.693 0.34
H 2.7262 2.7206 1.4955 -0.079 0.038 -0.051 0.23
H -0.0317 1.2402 -4.5023 -0.653 -0.786 0.074 0.47
H 1.4016 -0.4986 -0.4224 -1.178 0.499 -1.486 -0.34
H 0.7480 -1.0018 -1.6091 -0.132 -0.130 -0.783 0.48
C -3.0626 -1.0499 -2.2354 -0.624 -0.835 -0.542 -0.94
C 3.9410 0.8259 0.1114 0.125 -0.567 -0.628 -0.93
F -1.3403 -0.1841 4.7534 -0.082 0.328 -1.104 -0.51
C -3.6639 0.6407 -0.0158 -1.183 -0.247 0.268 -0.96
H -4.0033 -0.1549 0.6745 -0.145 0.322 -0.367 0.24
H -0.0027 -0.1049 -3.6937 -1.003 0.356 -0.532 0.52
F -1.7302 0.7351 2.5601 0.585 -0.648 0.432 -0.53
C -0.8300 2.4437 -1.1767 -0.043 -0.020 0.103 0.29
H -4.4657 0.8813 -0.7397 0.111 0.010 0.559 0.23
C 1.8170 2.1175 1.3826 -0.150 0.932 -0.802 -0.76
H 1.8470 -2.9092 -0.6108 -0.294 0.138 -0.112 0.20
C -0.7533 3.7758 -1.6011 -0.284 -0.108 -0.450 -0.27
O 0.4614 -1.2798 -2.5562 0.054 -0.943 0.470 -1.06
H 0.1654 5.7110 -1.3164 0.158 -0.552 0.135 0.23
H 3.9790 0.7404 2.9777 -0.648 -0.328 -0.520 0.21
C 3.0687 0.1534 2.6771 0.689 -0.448 0.497 -0.96
H -3.5002 -1.9452 -1.7648 0.098 0.328 0.011 0.25
O -0.6282 0.5143 -4.2058 2.108 -0.004 -0.524 -0.97
C 1.0170 -4.7400 0.1064 0.228 0.743 -0.083 -0.20
C 0.1632 4.6508 -1.0302 -0.040 -0.332 0.529 -0.13
C 0.9042 2.7947 0.3539 0.095 0.378 0.067 0.27
N -0.0466 1.9953 -0.1755 -0.094 0.096 -0.369 -0.57
H -3.4731 1.5164 0.6316 0.309 -0.334 -0.549 0.26
H -3.8769 -0.5249 -2.7709 0.442 -0.062 0.302 0.24
H -1.8098 -5.0350 1.9035 -0.120 -0.081 -0.004 0.20
```
Forces are in eV/Å.